1.
Computed, not measured: an isolated ion of composition C7H11O3 and charge +1, with wB97M-V/def2-TZVPD.

Its total charge is +1. For the energy above the lowest of the compared OMol25 structures with the same formula, charge and spin, the calculation gives 0.387 eV. The orbital gap is 11.10 eV.

Geometry as XYZ:
```
21
C7H11O3 | the OMol25 dataset | wB97M-V/def2-TZVPD
C -2.1625 -0.0089 0.1137
C -0.4434 1.6865 -0.3069
C -1.9659 1.3527 -0.4613
C 0.3435 -1.7411 -0.8861
C -0.5057 -1.8890 0.3914
C 0.2375 0.3168 0.0052
C 1.5542 0.4039 0.9355
O -3.0422 -0.7958 0.2180
O 0.3441 -0.3300 -1.2044
O -0.7642 -0.5794 0.7910
H 0.1292 1.9380 -1.3050
H -0.2494 2.3994 0.4422
H -2.2621 1.3108 -1.4659
H -2.5956 2.1444 -0.1311
H 1.4788 -1.9495 -0.6216
H 0.2201 -2.3574 -1.8169
H -1.5085 -2.3290 0.3903
H 0.2349 -2.2818 1.2665
H 1.2459 0.9254 1.8779
H 2.1761 0.8822 0.2367
H 1.8143 -0.6648 1.2017
```

2.
Computed, not measured: a 2-piece molecular cluster, C7H12 overall, with wB97M-V/def2-TZVPD.

Its total charge is 0. For the energy above the lowest of the compared OMol25 structures with the same formula, charge and spin, the calculation gives 3.367 eV. As for the structure (SMILES): CC1=CC1.C=CC. The orbital gap is 9.93 eV.

Geometry as XYZ:
```
19
C7H12 | the OMol25 dataset | wB97M-V/def2-TZVPD
C -0.1879 -0.8103 2.3591
C 0.8376 0.1152 1.7730
C 1.5411 -0.1722 0.6835
C -0.5649 0.1586 -1.3065
C 0.4141 0.4674 -2.3905
C -0.3843 -0.7853 -2.1728
C -1.4859 0.9091 -0.4372
H 0.3253 -1.4594 3.0770
H -0.6377 -1.4552 1.5967
H -0.9867 -0.2898 2.8972
H 1.0591 1.0208 2.3354
H 2.3618 0.4500 0.3428
H 1.3083 -1.0524 0.0909
H 1.4938 0.4756 -2.2142
H 0.0927 1.2128 -3.1276
H -0.7264 -1.7161 -2.5956
H -2.1683 1.3652 -1.1623
H -2.0693 0.2848 0.2444
H -0.9930 1.7067 0.1216
```

3.
Computed, not measured: C7H12 as an isolated structure, with wB97M-V/def2-TZVPD.

Its total charge is 0. For the energy above the lowest of the compared OMol25 structures with the same formula, charge and spin, the calculation gives 4.810 eV. The orbital gap is 8.42 eV.

Geometry as XYZ:
```
19
C7H12 | the OMol25 dataset | wB97M-V/def2-TZVPD
C 0.3580 -0.0340 -2.5974
C 0.8277 0.3562 -1.1977
C -0.2416 0.8005 -0.2536
C -1.4630 -0.7154 0.7153
C -0.7296 -0.1102 1.8762
C 0.7581 -0.3072 1.8657
C 0.1590 0.9040 1.1972
H 1.2141 -0.1645 -3.2691
H -0.3002 0.7353 -3.0157
H -0.1973 -0.9809 -2.5799
H 1.5402 -0.3909 -0.8060
H 1.4051 1.2971 -1.2627
H -1.2640 0.0742 -0.2872
H -1.2919 -1.7680 0.4859
H -2.5262 -0.4486 0.6737
H -1.2446 0.0474 2.8213
H 1.2699 -0.1397 2.8113
H 1.1775 -1.1102 1.2592
H 0.3989 1.8916 1.5908
```

4.
Computed, not measured: one molecule with the formula C7H12, with wB97M-V/def2-TZVPD.

Its total charge is 0. For the energy above the lowest of the compared OMol25 structures with the same formula, charge and spin, the calculation gives 2.969 eV. The orbital gap is 9.27 eV.

Geometry as XYZ:
```
19
C7H12 | the OMol25 dataset | wB97M-V/def2-TZVPD
C 2.3182 -0.8650 -0.7272
C 0.7928 -0.8944 -0.6726
C 0.1914 -0.5082 0.7003
C -1.1755 0.0981 0.3619
C -1.6796 1.1496 1.3445
C -0.9159 0.6159 -1.0622
C 0.1186 -0.1127 -1.7726
H 2.6804 0.1418 -0.4827
H 2.7581 -1.5599 -0.0035
H 2.6771 -1.1151 -1.7290
H 0.4468 -1.9104 -0.9455
H 0.1349 -1.3530 1.3956
H 0.8225 0.2594 1.1734
H -1.9250 -0.7055 0.2907
H -0.9694 1.9828 1.4148
H -1.8030 0.7308 2.3498
H -2.6481 1.5572 1.0323
H -1.7391 1.0902 -1.6044
H -0.0854 1.3985 -1.0638
```

5.
Computed, not measured: one molecule with the formula C7H12, with wB97M-V/def2-TZVPD.

Its total charge is 0. For the energy above the lowest of the compared OMol25 structures with the same formula, charge and spin, the calculation gives 1.592 eV. As for the structure (SMILES): C=C(/C=C/C)CC. The orbital gap is 9.21 eV.

Geometry as XYZ:
```
19
C7H12 | the OMol25 dataset | wB97M-V/def2-TZVPD
C 1.8321 0.6556 -1.7764
C 1.4700 0.4176 -0.3175
C 0.5049 -0.7388 -0.1292
C 0.7512 -1.9579 -0.6491
C -2.5616 0.6361 1.8009
C -1.2448 0.6155 1.0849
C -0.8410 -0.4423 0.3908
H 2.5124 1.4937 -1.9289
H 2.3276 -0.2313 -2.1661
H 0.9419 0.8597 -2.3766
H 1.0113 1.2534 0.2042
H 2.4545 0.2861 0.1492
H 1.7720 -2.3233 -0.6537
H -0.0328 -2.5071 -1.1559
H -3.3281 1.2104 1.2730
H -2.4979 0.9883 2.8282
H -2.9756 -0.3741 1.8330
H -0.6285 1.4895 1.2393
H -1.4676 -1.3312 0.3496
```

6.
Computed, not measured: a 2-piece molecular cluster, C7H12 overall, with wB97M-V/def2-TZVPD.

Its total charge is 0. For the energy above the lowest of the compared OMol25 structures with the same formula, charge and spin, the calculation gives 5.973 eV. The orbital gap (spin up / spin down) is 7.30 / 8.19 eV.

Geometry as XYZ:
```
19
C7H12 | the OMol25 dataset | wB97M-V/def2-TZVPD
C -0.1498 -2.0853 -1.9433
C -0.4741 -0.7151 -2.1451
C -0.1977 -0.0990 -0.6706
C -0.5146 1.4592 -0.6399
C -0.1915 1.8145 0.6992
C 0.2122 1.5923 1.8647
C 0.6483 1.3401 3.1035
H 0.8725 -2.4392 -2.0331
H 0.9077 -1.5919 1.7420
H -0.8875 -2.7848 -1.5627
H 0.1850 -0.1744 -2.8315
H -1.5250 -0.5120 -2.3728
H 0.8488 -0.2530 -0.4102
H -0.8333 -0.6027 0.0574
H 0.1090 1.9569 -1.3913
H -1.5698 1.6059 -0.8963
H 0.8957 -0.9858 2.1823
H -0.0379 1.0502 3.8937
H 1.7019 1.4239 3.3540
```

7.
Computed, not measured: one molecule with the formula C7H12, with wB97M-V/def2-TZVPD.

Its total charge is 0. For the energy above the lowest of the compared OMol25 structures with the same formula, charge and spin, the calculation gives 4.314 eV. The orbital gap (spin up / spin down) is 8.49 / 8.16 eV.

Geometry as XYZ:
```
19
C7H12 | the OMol25 dataset | wB97M-V/def2-TZVPD
C -2.6410 -0.1375 -0.1129
C -1.2335 -0.6323 -0.2504
C -0.2280 0.2574 -0.9002
C 0.8770 0.2691 0.1512
C 1.8707 -0.8673 0.0065
C 2.3272 0.5607 -0.1270
C 0.1793 0.4684 1.4114
H -3.0952 0.1616 -1.0736
H -2.6456 0.7775 0.4989
H -3.3060 -0.8717 0.3504
H -1.0922 -1.7080 -0.3769
H 0.1749 -0.0919 -1.8578
H -0.6438 1.2609 -1.0534
H 1.7945 -1.4817 -0.8896
H 2.1619 -1.4158 0.9002
H 2.5691 0.9197 -1.1220
H 2.9655 0.9624 0.6568
H -0.8198 0.8490 1.4917
H 0.7848 0.7193 2.2966
```

8.
Computed, not measured: one molecule with the formula C7H12, with wB97M-V/def2-TZVPD.

Its total charge is 0. For the energy above the lowest of the compared OMol25 structures with the same formula, charge and spin, the calculation gives 4.285 eV. The orbital gap is 8.55 eV.

Geometry as XYZ:
```
19
C7H12 | the OMol25 dataset | wB97M-V/def2-TZVPD
C -2.6001 0.1510 -0.1543
C -1.4687 -0.6383 -0.6941
C -0.2988 0.2222 -1.0862
C 0.7407 -0.0363 0.0208
C 1.9855 -0.8273 -0.2591
C 2.0752 0.6554 -0.0087
C 0.0319 -0.2722 1.3408
H -3.2438 0.2014 -1.0511
H -2.4097 1.1881 0.1723
H -3.1913 -0.3863 0.5965
H -0.7215 -1.0558 1.1593
H 0.0947 -0.1049 -2.0562
H -0.5188 1.3047 -1.1317
H 2.1647 -1.1838 -1.2696
H 2.3392 -1.4985 0.5201
H 2.3155 1.2962 -0.8545
H 2.4969 0.9970 0.9350
H -0.4807 0.6324 1.6923
H 0.6891 -0.6450 2.1283
```

9.
Computed, not measured: one molecule with the formula C7H12, with wB97M-V/def2-TZVPD.

Its total charge is 0. For the energy above the lowest of the compared OMol25 structures with the same formula, charge and spin, the calculation gives 1.280 eV. As for the structure (SMILES): CC1CC2(CC2)C1. The orbital gap is 10.95 eV.

Geometry as XYZ:
```
19
C7H12 | the OMol25 dataset | wB97M-V/def2-TZVPD
C -2.5945 0.0349 0.1118
C -1.1407 -0.3624 -0.0068
C -0.2321 0.3037 -1.0705
C 0.8923 0.1656 -0.0491
C 2.0189 -0.8020 -0.1821
C 2.2894 0.6678 0.0409
C -0.1194 0.0436 1.0794
H -3.1527 -0.2864 -0.7750
H -2.6994 1.1218 0.2104
H -3.0576 -0.4366 0.9866
H -1.0611 -1.4488 -0.1352
H -0.1099 -0.2150 -2.0282
H -0.5194 1.3465 -1.2545
H 2.2476 -1.1879 -1.1726
H 2.1581 -1.5198 0.6271
H 2.6974 1.2231 -0.7978
H 2.6310 1.0143 1.0141
H -0.3455 1.0189 1.5293
H 0.0976 -0.6814 1.8719
```

10.
Computed, not measured: one molecule with the formula C7H12, with wB97M-V/def2-TZVPD.

Its total charge is 0. For the energy above the lowest of the compared OMol25 structures with the same formula, charge and spin, the calculation gives 1.260 eV. As for the structure (SMILES): CC#CCCCC. The orbital gap is 10.40 eV.

Geometry as XYZ:
```
19
C7H12 | the OMol25 dataset | wB97M-V/def2-TZVPD
C 2.1913 1.4343 2.0337
C 0.7981 1.5070 1.4202
C 0.4895 0.3250 0.5074
C -0.9202 0.4428 -0.0813
C -1.2611 -0.6350 -1.0070
C -1.5240 -1.4982 -1.8040
C -1.7808 -2.6074 -2.7171
H 2.3073 0.5211 2.6288
H 2.9608 1.4227 1.2530
H 2.3866 2.2906 2.6873
H 0.0413 1.5497 2.2159
H 0.6912 2.4371 0.8448
H 0.5814 -0.6170 1.0645
H 1.2226 0.2758 -0.3086
H -1.6540 0.4754 0.7348
H -1.0071 1.3955 -0.6188
H -1.1052 -3.4308 -2.4682
H -1.6073 -2.3215 -3.7595
H -2.8104 -2.9673 -2.6259
```